1.
Density functional theory data (ωB97M-V/def2-TZVPD) for a cluster of 7 separate species, C37H66N3O22PS in total at a distorted geometry.

Cartesian coordinates (Å):
C 3.982338 0.913272 0.148396
C 2.569258 1.515376 -0.302835
C 1.880223 2.239188 0.949019
C 1.505282 1.097397 1.975322
N 0.337347 1.365012 2.837877
C -0.851285 1.684811 2.132294
C -1.497223 2.964106 2.471588
C -2.736386 3.424326 1.796875
C -3.302438 2.558843 0.766077
P -4.833323 3.218353 -0.088462
O -4.604670 3.068707 -1.724613
O -4.880558 4.874966 0.199186
S -6.474324 2.447325 0.562542
C -2.704983 1.230883 0.396679
N -3.372222 0.513121 -0.590275
C -2.751158 -0.672978 -0.786722
C -1.522529 -1.145797 -0.093617
C -0.909455 -2.547319 -0.470084
O -0.871219 -2.728158 -1.895826
O 0.363471 -2.258599 -2.285693
N -0.864016 -0.416285 0.836354
C -1.486074 0.799006 1.091079
H 3.847876 -0.108312 0.602278
H 4.447695 1.582532 0.918450
H 4.668280 0.878597 -0.741206
H 2.688430 2.210245 -1.172091
H 1.939320 0.635453 -0.636414
H 1.011958 2.805015 0.524582
H 2.654243 2.961512 1.336256
H 2.392194 0.994102 2.671661
H 1.458108 0.134027 1.409560
H 0.536693 2.034800 3.578640
H -1.074827 3.637132 3.264712
H -3.216993 4.402311 2.035257
H -4.753862 2.140026 -2.000025
H -4.037345 5.252177 -0.137846
H -3.213499 -1.366754 -1.539307
H 0.116244 -2.596055 -0.016547
H -1.544572 -3.354675 -0.017813
H 0.280950 -1.279023 -2.283321
C -9.606507 2.015699 -1.064274
C -8.690700 0.854090 -1.395533
O -9.449438 -0.303395 -1.781401
C -9.928521 -0.289130 -3.028771
O -9.772496 0.586943 -3.841622
O -10.636528 -1.412169 -3.213217
C -11.285729 -1.483877 -4.482135
H -10.346181 1.718990 -0.316814
H -9.033880 2.860379 -0.681285
H -10.159455 2.346413 -1.945373
H -8.125051 0.573517 -0.508266
H -7.967496 1.119054 -2.169503
H -10.580625 -1.322493 -5.298176
H -12.097650 -0.756127 -4.526872
H -11.708622 -2.481917 -4.585071
C -0.110037 -1.143286 -5.264880
C -1.293523 -1.985426 -4.826423
O -2.450872 -1.704754 -5.626865
C -2.463300 -2.269001 -6.839644
O -1.610069 -2.983456 -7.300122
O -3.582540 -1.880369 -7.464811
C -3.681211 -2.338140 -8.812946
H -0.376632 -0.083291 -5.274336
H 0.737382 -1.290436 -4.595231
H 0.204586 -1.400638 -6.277468
H -1.560245 -1.734671 -3.802089
H -1.059326 -3.051300 -4.847354
H -3.548292 -3.418402 -8.875402
H -2.946575 -1.824883 -9.435210
H -4.677938 -2.090503 -9.174353
C 5.163360 -6.159723 0.144555
C 6.079409 -5.076064 -0.388143
O 5.621541 -3.774117 0.002209
C 5.895550 -3.421647 1.262830
O 6.488431 -4.085476 2.073140
O 5.368581 -2.203790 1.475584
C 5.505870 -1.741679 2.819668
H 4.129403 -5.965791 -0.149213
H 5.462385 -7.138136 -0.234611
H 5.183549 -6.193355 1.234971
H 6.067643 -5.094483 -1.478795
H 7.113205 -5.231792 -0.072776
H 6.543663 -1.786850 3.150979
H 4.865757 -2.328876 3.480012
H 5.180048 -0.702841 2.854633
C 12.557000 -0.601872 5.193611
C 11.355644 -1.434231 5.596285
O 10.215251 -1.122835 4.785588
C 10.213381 -1.665697 3.562534
O 11.062546 -2.383569 3.102328
O 9.108850 -1.249565 2.927775
C 9.023454 -1.682310 1.570011
H 12.307522 0.461435 5.200838
H 13.392440 -0.774149 5.874394
H 12.884254 -0.843951 4.181341
H 11.078519 -1.198049 6.625105
H 11.575477 -2.503152 5.558297
H 9.141142 -2.763207 1.490116
H 9.774399 -1.168861 0.967646
H 8.035844 -1.416328 1.194592
C 15.095287 5.901144 7.507918
C 14.071163 5.513328 6.459882
O 13.839552 4.098478 6.462212
C 13.047168 3.646668 7.440534
O 12.517634 4.313445 8.291814
O 12.965337 2.314256 7.323632
C 12.220557 1.688391 8.367842
H 16.011020 5.319273 7.382413
H 15.336921 6.962825 7.436635
H 14.725876 5.700061 8.514668
H 14.453255 5.763066 5.469065
H 13.133855 6.057587 6.592108
H 11.233140 2.137740 8.475917
H 12.774201 1.748206 9.305991
H 12.093935 0.639184 8.104798
C -18.420423 -1.335425 -4.116028
C -17.201595 -1.264287 -3.217622
O -16.020765 -0.961548 -3.971722
C -15.872332 0.322548 -4.317943
O -16.624029 1.223158 -4.047169
O -14.750818 0.427573 -5.042905
C -14.516574 1.737575 -5.561013
H -18.249688 -2.033235 -4.938770
H -19.296745 -1.659235 -3.552170
H -18.639199 -0.364253 -4.562583
H -17.033306 -2.238422 -2.756246
H -17.338549 -0.542715 -2.409687
H -14.548173 2.487720 -4.770775
H -15.247801 1.966995 -6.337527
H -13.522501 1.744768 -6.005312

Atomic forces in eV per Å
C -0.56 0.39 -0.41
C 0.53 -0.40 0.88
C 0.57 -0.83 -1.60
C 1.72 0.58 0.32
N -0.75 -0.51 -1.55
C -1.90 2.51 0.41
C -0.93 -1.24 -1.32
C 1.02 -3.06 -1.20
C 1.11 1.21 0.85
P -0.40 0.06 -0.02
O 0.08 0.23 1.55
O 1.49 -2.08 -1.10
S 0.55 0.14 -0.06
C -0.38 2.41 1.10
N 3.03 -1.98 1.32
C -0.09 0.05 0.03
C 0.14 0.59 0.11
C -0.76 0.67 1.06
O -1.04 -0.48 1.79
O 1.60 1.11 -0.77
N -2.56 0.13 -1.86
C 0.39 0.78 0.79
H 0.30 0.99 -0.57
H -0.31 -0.54 -0.66
H -0.56 -0.27 0.96
H -0.07 -0.50 0.81
H 0.43 1.08 0.25
H 0.47 -0.45 0.80
H -1.02 -0.59 -0.11
H -0.98 -0.02 -0.67
H -0.52 0.81 0.74
H -0.13 -0.17 -0.45
H -0.23 -0.92 -0.91
H 0.55 -1.05 -0.15
H 0.09 0.49 0.37
H -0.62 0.04 0.18
H 0.54 0.79 0.77
H -0.94 -0.07 -0.59
H 0.48 0.61 -0.64
H -0.06 -0.53 -0.06
C -0.31 0.06 -0.18
C 0.09 0.51 0.28
O 0.01 -0.23 -0.36
C -0.09 0.05 0.35
O 0.01 -0.18 0.02
O 0.19 0.10 -0.01
C -0.23 -0.09 -0.33
H 0.14 -0.02 0.07
H 0.02 -0.09 0.00
H 0.12 -0.02 -0.02
H -0.15 -0.29 -0.14
H -0.17 -0.08 -0.08
H -0.03 0.14 0.11
H 0.11 0.03 -0.08
H 0.09 0.02 0.27
C -0.01 0.13 -0.35
C 0.52 0.09 0.17
O -0.20 -0.18 -0.17
C 0.03 0.26 0.09
O -0.16 0.04 0.06
O 0.13 -0.12 0.15
C -0.14 -0.08 -0.36
H -0.02 -0.04 0.12
H -0.05 -0.05 -0.05
H 0.00 -0.09 0.09
H -0.33 0.01 -0.24
H -0.07 0.07 -0.14
H 0.14 0.10 0.04
H 0.05 -0.15 0.04
H 0.03 0.11 0.25
C -0.16 0.05 0.29
C 0.05 -0.61 -0.16
O 0.17 0.29 0.12
C -0.32 -0.03 -0.12
O 0.01 0.18 -0.09
O 0.19 -0.24 -0.16
C 0.03 0.19 0.44
H 0.08 -0.04 -0.14
H 0.00 0.06 -0.03
H 0.13 -0.02 -0.06
H -0.08 0.31 0.08
H -0.11 0.12 0.16
H -0.09 -0.13 0.00
H 0.16 -0.05 0.01
H -0.05 -0.08 -0.29
C 0.00 0.11 -0.31
C 0.56 0.00 0.26
O -0.24 -0.17 -0.12
C 0.07 0.20 0.09
O -0.17 0.05 0.05
O 0.07 -0.09 0.15
C -0.08 -0.13 -0.43
H 0.02 -0.04 0.18
H -0.06 0.02 0.01
H -0.01 -0.13 0.09
H -0.29 0.04 -0.17
H -0.09 0.06 -0.19
H 0.12 0.09 0.07
H 0.04 -0.13 0.05
H 0.02 0.13 0.25
C 0.02 -0.18 0.27
C 0.23 0.56 0.06
O -0.28 -0.18 -0.01
C 0.28 0.02 -0.04
O -0.01 -0.12 -0.15
O -0.06 0.18 -0.06
C -0.19 -0.25 0.23
H -0.01 0.10 -0.13
H -0.02 -0.04 -0.05
H -0.08 0.08 -0.08
H -0.07 -0.31 -0.02
H -0.01 -0.19 0.12
H 0.14 0.10 0.05
H -0.13 0.11 -0.01
H 0.18 0.11 -0.20
C -0.01 0.18 -0.27
C -0.54 -0.18 0.19
O 0.24 0.19 0.05
C -0.07 -0.21 -0.13
O 0.16 -0.09 0.01
O -0.11 -0.04 0.19
C 0.19 0.34 -0.19
H -0.01 -0.09 0.14
H 0.06 -0.02 0.01
H 0.01 0.00 0.14
H 0.28 0.07 -0.14
H 0.09 0.10 -0.18
H -0.15 -0.08 -0.05
H -0.04 0.06 0.15
H -0.05 -0.25 0.09

Summary:
**Structure (SMILES)**: CCCCNc1ccc(P(O)(O)=S)c2ncc(COO)nc12.CCOC(=O)OC.CCOC(=O)OC.CCOC(=O)OC.CCOC(=O)OC.CCOC(=O)OC.CCOC(=O)OC
**E_tot**: -4008.52447 hartree
**Molecular weight**: 968.0 Da
**LUMO**: -0.043 hartree
**2S+1**: 1


2.
Density functional theory data (ωB97M-V/def2-TZVPD) for a structure of composition C3H3LaLiO4 at a distorted geometry.

Cartesian coordinates (Å):
H -0.903705 1.771818 -0.126621
C 0.584963 2.026323 -0.058266
C -0.068995 0.791510 -0.533546
O 0.059660 -0.209390 0.363796
C -0.479676 -1.473487 0.125225
O -1.451719 -1.582235 -0.632934
O 0.044863 -2.380052 0.790210
O 1.377102 1.986784 0.922865
La -1.752575 -4.479328 -0.078527
H 0.768106 2.713001 -0.914754
H 0.065958 0.512432 -1.587061
Li 1.756017 0.322625 1.729613

Atomic forces in eV per Å
H -0.50 -2.24 -1.23
C 4.97 -2.60 -1.40
C -0.69 3.56 0.99
O 0.57 -1.19 0.82
C -0.81 0.17 0.13
O -0.26 -0.80 -0.37
O -0.05 -1.22 0.18
O -1.97 0.56 -0.41
La 0.95 2.25 0.14
H -0.90 0.62 0.98
H -1.07 0.63 0.22
Li -0.23 0.26 -0.07

Summary:
**Charge**: +2
**E_tot**: -455.54718 hartree
**Relative energy (zero: lowest compared OMol25 entry of this formula, charge and spin)**: 176.6 kJ/mol
**⟨S²⟩**: 0.7507
**Molecular weight**: 248.9 Da
**LUMO (spin up / spin down)**: -0.316 / -0.313 hartree
**2S+1**: 2


3.
Density functional theory data (ωB97M-V/def2-TZVPD) for a cluster of 2 separate species, C3H10N2O2 in total at a distorted geometry.

Cartesian coordinates (Å):
N -1.226659 -1.421866 1.147296
C -0.675031 -0.187236 0.568412
C -1.575560 0.476177 -0.438586
C 0.664071 -0.578348 -0.114995
N 1.590743 -1.160339 0.677269
O 0.932271 -0.230347 -1.259421
H -1.788442 -1.900705 0.459634
H -1.627996 -1.331114 2.062910
H -0.343700 0.523712 1.323151
H -1.854442 -0.165365 -1.281164
H -1.162062 1.391945 -0.863984
H -2.524801 0.758930 0.008177
H 2.472906 -1.365892 0.236525
H 1.283594 -1.650211 1.500284
H 1.444824 1.740629 -1.034290
H 2.594902 2.483738 -1.759424
O 1.795383 2.616290 -1.231795

Atomic forces in eV per Å
N 0.86 0.51 -0.03
C 0.72 -1.12 -0.69
C -0.77 0.52 -0.43
C 0.07 0.92 -0.32
N -0.25 -0.09 -0.02
O -0.09 -0.11 0.27
H -0.28 -0.06 0.39
H -0.47 0.03 -0.14
H -0.36 -0.06 0.39
H 0.40 -0.15 0.13
H 0.21 -0.15 0.05
H -0.09 0.03 0.37
H -0.05 -0.20 0.17
H 0.12 -0.06 -0.03
H 0.13 -0.24 -0.36
H -0.36 -0.16 0.20
O 0.22 0.39 0.04

Summary:
**Structure (SMILES)**: C[C@@H](N)C(N)=O.O
**E_tot**: -380.31823 hartree
**Relative energy (zero: lowest compared OMol25 entry of this formula, charge and spin)**: 48.4 kJ/mol
**Molecular weight**: 106.1 Da
**LUMO**: 0.029 hartree
**2S+1**: 1


4.
Density functional theory data (ωB97M-V/def2-TZVPD) for a cluster of 3 separate species, C23H53N2O10PS2 in total at a distorted geometry.

Cartesian coordinates (Å):
C 5.833659 3.927950 3.121166
C 5.565765 4.550343 1.744166
C 4.174180 4.246888 1.167219
C 3.147223 5.100185 1.938112
C 3.797949 2.758427 1.175681
C 2.289724 2.539376 0.971150
C 1.699187 3.232802 -0.268182
C 2.060746 1.036319 0.991998
P 0.360731 0.522418 1.496479
O 0.168823 1.105885 2.983059
O -0.647762 1.297580 0.532384
S 0.196790 -1.394764 1.430158
O 2.309227 0.399202 -0.257804
S 3.729983 0.780472 -0.911750
O 4.482142 -0.395975 -1.140298
O 3.452304 1.519819 -2.093139
C 4.663602 1.828669 0.261004
C 5.762834 2.458030 -0.608904
C 7.155227 2.189755 -0.013641
O 7.700466 0.989294 -0.500797
H 4.894281 3.690814 3.605469
H 6.337486 4.653712 3.746104
H 6.470941 3.052174 3.085236
H 6.356699 4.333060 1.042588
H 5.617475 5.623318 1.877331
H 4.145006 4.588183 0.138280
H 3.605820 5.988501 2.350377
H 2.343758 5.404631 1.286433
H 2.747238 4.521360 2.764384
H 3.953457 2.427166 2.199842
H 1.761111 2.916994 1.835723
H 2.444904 3.652233 -0.926048
H 1.043492 4.030010 0.056810
H 1.073438 2.565140 -0.840335
H 2.710464 0.572915 1.736678
H 0.936727 0.789787 3.494762
H -1.239036 1.855971 1.073486
H 5.145964 1.099745 0.898628
H 5.781820 1.930766 -1.554650
H 5.607776 3.498262 -0.847976
H 7.799621 3.039669 -0.219088
H 7.048495 2.163055 1.069130
H 7.646276 0.317838 0.193681
C -3.277748 -8.861639 1.905656
O -2.362155 -8.086042 2.650823
C -1.232486 -7.622053 1.924112
C -1.327794 -6.150979 1.570923
N -2.341222 -5.890819 0.557082
C -2.747937 -4.491247 0.415656
C -3.209932 -3.703988 1.638366
O -4.481216 -4.058858 2.152247
C -4.521131 -5.263326 2.889702
H -3.910953 -9.391543 2.615915
H -3.925509 -8.246173 1.272166
H -2.762548 -9.598195 1.282944
H -1.058513 -8.234251 1.033567
H -0.370136 -7.747174 2.583906
H -0.356296 -5.819417 1.190582
H -1.523973 -5.609433 2.504532
H -3.162480 -6.443605 0.757500
H -3.562538 -4.473943 -0.311904
H -1.908714 -3.947221 -0.030938
H -3.317419 -2.666609 1.313924
H -2.462875 -3.690474 2.441233
H -3.636984 -5.387626 3.520191
H -4.636930 -6.128083 2.230737
H -5.400131 -5.224814 3.533068
C -2.116691 -0.526387 -2.771436
O -3.518592 -0.653373 -2.913624
C -4.278909 -0.060673 -1.872317
C -4.907603 1.256924 -2.281202
N -3.916371 2.315550 -2.433827
C -4.366024 3.503636 -3.161098
C -4.995489 3.359891 -4.544595
O -4.107161 3.012080 -5.586708
C -3.700734 1.657025 -5.611607
H -1.649150 -1.258293 -3.427912
H -1.758529 0.465705 -3.068173
H -1.798195 -0.730391 -1.745212
H -3.680069 0.051904 -0.962291
H -5.089807 -0.758835 -1.648422
H -5.626162 1.556508 -1.511165
H -5.466261 1.071793 -3.206474
H -3.102640 1.943069 -2.902667
H -3.495990 4.155839 -3.264905
H -5.084605 4.029174 -2.522395
H -5.373707 4.348128 -4.816455
H -5.865803 2.691776 -4.545177
H -4.520311 0.978682 -5.361876
H -2.853419 1.485126 -4.943081
H -3.366169 1.434672 -6.624278

Atomic forces in eV per Å
C 0.03 0.37 -0.31
C -0.07 -0.03 0.21
C 0.10 0.33 0.04
C 0.22 -0.63 -0.04
C -0.19 0.39 0.08
C 0.20 -0.11 -0.62
C -0.39 -0.04 0.29
C -0.78 0.09 0.24
P 0.41 -2.43 -0.72
O 0.48 0.72 -0.31
O -0.22 0.76 1.26
S -0.02 0.37 -0.01
O 0.64 0.28 0.12
S 0.22 0.24 -1.04
O 0.38 -1.14 0.81
O -0.61 0.96 -0.31
C -0.71 0.24 -0.01
C 0.51 -0.81 -0.12
C -0.72 0.56 0.38
O 0.20 -0.30 0.30
H -0.10 -0.18 0.27
H 0.17 0.08 0.23
H -0.07 -0.32 -0.02
H 0.24 -0.27 -0.13
H -0.03 0.33 -0.14
H 0.15 0.15 -0.26
H 0.10 0.22 0.02
H -0.39 0.06 -0.04
H -0.23 0.11 0.28
H 0.25 -0.21 0.18
H 0.05 0.16 0.36
H 0.21 -0.02 -0.16
H -0.08 0.32 0.03
H 0.02 -0.23 -0.28
H 0.05 -0.09 0.30
H -0.55 0.08 0.16
H -0.01 -0.05 -0.55
H 0.03 -0.35 0.12
H 0.03 0.07 -0.35
H -0.23 0.24 0.13
H 0.38 -0.09 -0.33
H 0.21 -0.07 0.26
H 0.03 0.17 -0.39
C 0.00 0.01 0.14
O -0.08 -0.06 -0.15
C 0.26 0.10 0.12
C -0.18 0.02 -0.09
N -0.19 -0.01 0.21
C 0.12 -0.16 -0.16
C 0.01 0.23 -0.03
O 0.01 -0.06 0.00
C -0.19 0.10 -0.04
H 0.01 0.02 0.03
H 0.02 -0.05 -0.08
H 0.00 0.01 -0.05
H -0.11 0.02 -0.05
H 0.01 -0.04 -0.01
H 0.01 0.03 0.03
H 0.11 -0.01 0.04
H 0.02 -0.02 0.03
H 0.03 0.06 -0.05
H -0.01 0.08 0.05
H 0.01 0.01 0.00
H 0.00 -0.14 0.01
H 0.05 -0.06 -0.06
H 0.12 -0.09 0.09
H 0.00 0.06 0.00
C 0.01 -0.09 -0.05
O 0.14 0.12 0.08
C -0.29 -0.12 0.06
C 0.16 0.11 -0.07
N 0.05 -0.08 -0.24
C 0.08 -0.06 0.24
C -0.12 0.17 -0.07
O 0.03 -0.06 0.02
C 0.10 0.13 -0.14
H -0.05 -0.01 -0.03
H 0.06 0.01 0.08
H 0.02 0.04 0.02
H 0.09 0.05 -0.05
H 0.01 -0.01 0.04
H -0.04 -0.01 -0.02
H -0.08 -0.04 0.05
H -0.01 -0.04 0.01
H -0.03 0.07 0.02
H -0.05 0.02 -0.06
H 0.00 0.01 0.00
H 0.08 -0.12 0.05
H 0.02 -0.01 0.09
H -0.07 -0.14 0.06
H -0.03 0.05 -0.02

Summary:
**Structure (SMILES)**: CC[C@H](C)[C@H]1[C@@H](C)[C@@H](P(O)(O)=S)OS(=O)(=O)[C@H]1CCO.COCCNCCOC.COCCNCCOC
**E_tot**: -2907.70894 hartree
**Relative energy (zero: lowest compared OMol25 entry of this formula, charge and spin)**: 72.5 kJ/mol
**Molecular weight**: 612.8 Da
**LUMO**: -0.007 hartree
**2S+1**: 1